Computed, not measured: a molecular structure, C37H38CsN7O4, with ωB97M-V/def2-TZVPD.

```
87
Properties=species:S:1:pos:R:3:lowdin_charge:R:1
Cs 0.16090 -0.50114 -0.25881 1.198
C 3.72430 2.78827 5.60581 -0.054
C 2.76007 1.90967 4.85309 -0.269
C 2.64611 0.57840 5.08128 -0.004
C 1.72224 -0.23022 4.35340 -0.124
C 1.68907 -1.60649 4.55851 -0.007
N 0.87546 -2.42940 3.93908 0.063
C 0.92707 -3.87032 4.08622 -0.158
C 1.41467 -4.56872 2.81703 -0.145
C 0.38058 -4.57153 1.69082 -0.149
N -0.74421 -5.43512 2.05474 0.056
C -2.03227 -5.20594 2.27181 -0.028
C -2.90467 -4.13975 2.09588 -0.106
C -4.24494 -4.37820 2.58142 -0.017
C -5.24905 -3.48397 2.45876 -0.272
C -6.63767 -3.74454 2.98145 -0.054
C -4.96188 -2.24825 1.78854 0.029
C -3.73564 -1.95786 1.29521 -0.129
C -3.43171 -0.69824 0.54978 -0.150
N -3.23797 0.44715 1.03798 0.074
C -3.27389 0.61508 2.49175 -0.202
C -3.16305 2.08568 2.89553 -0.174
C -1.74205 2.57361 3.16366 -0.219
N -0.95320 2.69074 1.94462 0.088
C 0.26512 2.35515 1.97315 -0.141
C 1.03194 1.75804 3.11261 -0.131
C 1.93744 2.47652 3.82892 0.038
C 0.86068 0.34648 3.35880 -0.326
O 0.02088 -0.34312 2.71089 -0.162
C -2.62200 -2.87815 1.42312 -0.315
O -1.51872 -2.55708 0.94738 -0.165
H 4.30820 2.20808 6.31907 0.073
H 3.19227 3.56745 6.15582 0.080
H 4.41729 3.28405 4.92354 0.081
H 3.27447 0.09795 5.82599 0.119
H 2.38472 -2.05356 5.26554 0.143
H 0.23710 -1.95474 3.28035 0.115
H -0.06599 -4.23615 4.35953 0.122
H 1.59834 -4.10274 4.91344 0.120
H 1.68994 -5.59783 3.06726 0.114
H 2.31939 -4.07354 2.45768 0.126
H 0.83843 -4.96252 0.78168 0.132
H -0.00366 -3.57990 1.47873 0.082
H -0.46456 -6.38208 2.26165 0.146
H -2.51303 -6.09195 2.67864 0.134
H -4.44123 -5.32692 3.07236 0.114
H -6.70744 -4.73410 3.43100 0.074
H -7.37566 -3.68398 2.17894 0.081
H -6.91680 -3.00699 3.73690 0.081
H -5.76589 -1.52823 1.66397 0.134
H -3.34898 -0.79056 -0.53685 0.125
H -2.44265 0.04779 2.92570 0.113
H -4.19673 0.19646 2.90110 0.109
H -3.73718 2.24209 3.81230 0.106
H -3.61600 2.70274 2.11619 0.108
H -1.27280 1.93247 3.91928 0.112
H -1.80398 3.58065 3.58744 0.122
H 0.84555 2.48555 1.05431 0.118
H 2.05456 3.53382 3.60780 0.133
O 4.75663 -1.85460 -0.25828 0.031
C 5.15095 -1.73864 -1.54035 -0.280
C 6.28616 -2.44066 -1.94488 -0.029
C 6.72390 -2.35838 -3.25269 -0.101
C 6.03756 -1.57849 -4.18001 -0.106
C 4.91211 -0.87944 -3.77991 -0.039
C 4.45144 -0.94155 -2.46588 -0.081
C 3.23495 -0.18744 -2.03442 -0.481
O 2.81112 -0.31275 -0.83101 -0.304
N 2.66288 0.58724 -2.92986 0.035
N 1.48507 1.07666 -2.43631 -0.085
C 1.16453 2.24721 -2.82003 -0.116
C -0.08368 2.88724 -2.36748 -0.277
C -0.35453 4.20416 -2.73150 -0.037
C -1.51150 4.80947 -2.27578 -0.075
C -2.36659 4.08584 -1.46228 -0.068
C -2.02126 2.78020 -1.14463 -0.151
N -0.91683 2.18331 -1.58860 0.054
H 3.94029 -1.27357 -0.19629 0.057
H 6.80618 -3.04025 -1.20824 0.110
H 7.60913 -2.90538 -3.55490 0.096
H 6.38206 -1.51516 -5.20405 0.092
H 4.36306 -0.25886 -4.47535 0.103
H 1.82094 2.83337 -3.46636 0.113
H 0.34576 4.73591 -3.36337 0.107
H -1.73946 5.83253 -2.54776 0.104
H -3.27781 4.51758 -1.07109 0.099
H -2.65118 2.18429 -0.49393 0.071
```

As for the net charge: 0. The multiplicity is 1. The LUMO energy comes out at -0.705 eV. The value obtained for the HOMO energy is -6.692 eV.

=====

Computed, not measured: a molecular structure, C37H38FN6O4STi at a distorted geometry, with ωB97M-V/def2-TZVPD.

```
88
Properties=species:S:1:pos:R:3:lowdin_charge:R:1
Ti 0.20545 -0.63234 0.83987 1.087
C -1.95986 -0.38694 6.27821 -0.119
C -2.10710 0.42644 5.16412 -0.098
C -1.23340 0.32638 4.09208 -0.043
C -0.18389 -0.58801 4.09756 -0.271
C -0.02241 -1.38654 5.23390 -0.054
C -0.90424 -1.28968 6.29825 -0.104
N 0.69901 -0.67126 2.97752 -0.071
N 1.74007 -1.42402 3.30806 0.031
C 2.89007 -1.29143 2.58668 -0.370
C 3.85598 -2.30381 2.77248 -0.020
C 5.05622 -2.20525 2.11610 -0.090
C 5.29977 -1.09896 1.29870 -0.086
C 4.29787 -0.15168 1.18598 -0.153
N 3.12349 -0.22997 1.80489 0.116
H -2.64408 -0.31344 7.11343 0.088
H -2.91052 1.15178 5.11571 0.099
H -1.38150 0.98411 3.25237 0.074
H 0.79487 -2.09118 5.26528 0.095
H -0.75682 -1.93302 7.15796 0.093
H 3.61561 -3.13835 3.41565 0.103
H 5.80422 -2.98046 2.23079 0.098
H 6.22894 -0.98343 0.75893 0.090
H 4.43793 0.72034 0.55393 0.109
C 1.16029 -0.41191 -5.59460 -0.025
C 2.55214 -0.11516 -5.04420 -0.324
C 3.26545 1.01730 -5.77372 -0.144
C 2.50815 2.32616 -5.59531 -0.147
C 2.12833 2.56161 -4.15465 -0.157
C 1.75648 3.84639 -3.73594 0.013
C 1.38730 4.04022 -2.42164 -0.277
F 1.03333 5.29308 -2.02920 0.035
C 1.35951 3.02977 -1.49208 0.058
C 1.72848 1.73029 -1.88816 -0.065
C 1.67630 0.64772 -0.98539 -0.294
O 1.12357 0.84824 0.22723 -0.199
C 2.14746 -0.63961 -1.41901 -0.097
C 2.51547 -0.79445 -2.71189 0.008
N 2.47745 0.21510 -3.62554 0.007
C 2.11790 1.51833 -3.24005 -0.074
C 2.22748 -1.89168 -0.58742 -0.512
O 3.07870 -2.72188 -0.77658 0.107
O 1.30046 -2.03858 0.38414 -0.151
H 1.20554 -0.59426 -6.66987 0.082
H 0.48691 0.42691 -5.41421 0.084
H 0.73181 -1.28711 -5.10461 0.067
H 3.16209 -1.01972 -5.10960 0.143
H 3.35538 0.76314 -6.83184 0.114
H 4.27572 1.11442 -5.36903 0.122
H 1.60541 2.31900 -6.21474 0.115
H 3.11493 3.16270 -5.95010 0.115
H 1.75845 4.67826 -4.42754 0.116
H 1.06426 3.21248 -0.47062 0.113
H 2.84242 -1.75919 -3.07461 0.146
O -0.75212 -2.26003 -2.97592 -0.557
S -1.12948 -0.99176 -2.34185 0.760
N -0.63337 -0.62946 -1.01140 -0.406
C -5.73272 1.20609 -0.72649 -0.057
C -4.36946 1.29724 -0.09143 -0.269
C -3.75421 2.52629 0.09241 -0.027
C -2.47673 2.59501 0.64720 -0.253
C -1.78119 3.91770 0.82303 -0.033
C -1.85914 1.42031 1.02831 -0.049
C -2.45528 0.15254 0.88545 -0.297
C -3.72240 0.12775 0.29683 -0.005
N -1.69453 -0.94330 1.29637 -0.082
C -2.29251 -2.28049 1.49458 -0.587
C -3.53293 -2.19690 2.39484 -0.029
C -1.26266 -3.14291 2.23161 -0.042
C -2.61344 -2.98753 0.17151 -0.044
H -6.13355 2.19664 -0.94072 0.067
H -6.43895 0.68764 -0.07541 0.076
H -5.68762 0.65130 -1.66562 0.078
H -4.26313 3.43727 -0.20219 0.105
H -2.46563 4.74485 0.63500 0.072
H -0.94554 4.01417 0.12845 0.062
H -1.38290 4.02570 1.83317 0.083
H -0.86608 1.50180 1.46661 0.090
H -4.22346 -0.81074 0.11826 0.090
H -3.32094 -1.57344 3.26435 0.080
H -3.78028 -3.20107 2.74640 0.083
H -4.41038 -1.79714 1.89057 0.065
H -1.08819 -2.77419 3.24130 0.069
H -0.30387 -3.19149 1.70954 0.067
H -1.64088 -4.16538 2.29714 0.089
H -3.29857 -2.42374 -0.45890 0.061
H -3.07434 -3.95467 0.38795 0.085
H -1.70639 -3.16482 -0.40861 0.069
```

As for the net charge: -1. The multiplicity is 3. The LUMO energy (spin up / spin down) comes out at 2.520 / 2.195 eV. As for the expectation value of S²: 2.05. The value obtained for the HOMO energy (spin up / spin down) is -2.912 / -4.996 eV.